No. 1
Below is a cluster of 2 separate species, C6H13NO in total at a distorted geometry, with properties calculated with ωB97M-V/def2-TZVPD.

Positions of all 21 atoms, in Å:
C: -3.11068 -1.17111 -1.14820
C: -1.72200 -1.24868 -0.68195
C: -0.68473 -0.41722 -0.83796
C: 0.72996 -0.74939 -0.57380
C: 1.32821 -0.30226 0.76526
C: 2.22270 0.67126 0.90855
N: 2.63951 1.17153 2.16639
H: -3.76038 -1.93137 -0.72203
H: -3.19922 -1.21879 -2.23565
H: -3.63175 -0.22580 -0.93008
H: -1.43748 -2.24314 -0.31742
H: -0.99722 0.50423 -1.33196
H: 1.36050 -0.24889 -1.32714
H: 0.98502 -1.80778 -0.66230
H: 1.15884 -1.12670 1.46173
H: 2.34518 1.17415 -0.04720
H: 3.48380 1.71609 1.99741
H: 3.01814 0.45143 2.77525
O: -0.03564 2.61638 0.45664
H: 0.00196 1.66097 0.50447
H: -0.69472 2.72510 -0.21998

Results
HOMO energy: -8.54 eV
LUMO: 0.976 eV
SMILES: C/C=C/C/C=C/N.O
HOMO-LUMO gap: 0.3499 hartree
net charge: 0
E_tot: -9968.48404 eV


No. 2
Below is a structure of composition C6H13NO, with properties calculated with ωB97M-V/def2-TZVPD.

Positions of all 21 atoms, in Å:
C: 1.18952 -0.88481 -1.18447
C: 1.40642 0.33491 0.99857
C: 0.53323 0.08677 -0.22025
C: -0.02977 1.33458 -0.77862
O: -0.38745 1.43571 -2.08139
H: -0.39092 0.55935 -2.48750
H: 0.23127 2.30720 -0.38000
H: 1.29551 -1.84711 -0.67514
H: 0.58598 -1.08239 -2.07810
H: 2.17903 -0.55566 -1.51182
H: 0.98488 1.09850 1.65869
H: 1.47000 -0.58960 1.57965
H: 2.41500 0.65238 0.72085
N: -1.55314 0.89453 0.26861
C: -0.98341 -0.52386 0.27715
C: -1.22079 -1.25760 1.45734
H: -1.46928 1.28585 1.20567
H: -2.54425 0.94941 0.01686
H: -1.37258 -1.02320 -0.61332
H: -1.43495 -2.31561 1.41190
H: -0.90431 -0.85934 2.41533

Results
HOMO energy: -5.88 eV
LUMO: 0.554 eV
HOMO-LUMO gap: 0.2364 hartree
net charge: 0
E_tot: -9966.54478 eV


No. 3
Below is a cluster of 2 separate species, C6H13NO in total at a distorted geometry, with properties calculated with ωB97M-V/def2-TZVPD.

Positions of all 21 atoms, in Å:
C: -1.12784 1.05486 -0.89255
C: -0.87359 2.42739 -1.56257
C: -0.38331 0.82710 0.34003
N: -0.68659 -0.31796 1.19362
C: -0.55666 -1.73456 0.74753
C: 0.59405 -1.89270 -0.27611
C: 2.02204 -1.56582 0.17865
O: 0.57548 1.50504 0.66243
H: -2.04657 0.48890 -1.11754
H: 0.37967 0.42355 -2.07573
H: -0.75332 2.30409 -2.64809
H: -1.61632 3.18538 -1.32886
H: 0.07893 2.79917 -1.18092
H: -0.01821 -0.24434 1.93994
H: -0.43405 -2.45529 1.55258
H: -1.44142 -2.06579 0.24226
H: 0.45796 -2.76721 -0.98623
H: 0.41358 -1.00782 -0.93040
H: 2.31282 -0.47693 0.45002
H: 2.81995 -1.95941 -0.47333
H: 2.04351 -2.04072 1.21752

Results
HOMO energy: -9.18 eV
LUMO: -1.263 eV
HOMO-LUMO gap: 0.2911 hartree
net charge: 0
E_tot: -9965.89214 eV


No. 4
Below is a cluster of 2 separate species, C6H13NO in total at a distorted geometry, with properties calculated with ωB97M-V/def2-TZVPD.

Positions of all 21 atoms, in Å:
C: -0.97745 0.90961 -1.35711
C: -1.07563 -0.57256 -1.77312
N: -2.34100 -0.81361 -2.26570
O: -0.22768 -1.42870 -1.57064
H: -0.58945 1.03175 -0.29336
H: -1.94447 1.47257 -1.43145
H: -0.15031 1.38241 -1.96875
H: -2.78042 -1.67034 -1.95015
H: -2.94773 0.01312 -2.30985
C: 2.17646 1.24140 0.31352
C: 1.25181 1.13274 1.29990
C: 0.78833 -0.22934 1.76752
C: 0.71479 -0.32527 3.27265
H: 2.61054 2.15180 -0.03262
H: 2.50845 0.28910 -0.15184
H: 0.76685 2.02546 1.71298
H: -0.20742 -0.43225 1.33651
H: 1.45341 -1.03195 1.38063
H: -0.11178 0.29279 3.70333
H: 0.66227 -1.36113 3.57047
H: 1.66873 0.02203 3.71891

Results
HOMO energy: -9.40 eV
LUMO: 0.827 eV
SMILES: CC(N)=O.C=CCC
HOMO-LUMO gap: 0.3759 hartree
net charge: 0
E_tot: -9969.70311 eV


No. 5
Below is the molecule C6H13NO at a distorted geometry, with properties calculated with ωB97M-V/def2-TZVPD.

Positions of all 21 atoms, in Å:
C: 2.18762 0.41072 1.48007
C: 1.22400 -0.58288 0.66823
N: 0.27505 0.32521 -0.06724
C: -0.54293 1.14067 0.87507
C: -0.39231 -0.50734 -1.09454
C: -1.25332 0.35800 -2.07590
C: -1.27053 -1.54689 -0.47633
O: -0.98280 -2.30183 0.46707
H: 2.94195 -0.18998 1.83005
H: 1.41344 0.90386 2.20097
H: 2.58937 1.16697 0.87708
H: 0.81027 -1.36257 1.19367
H: 1.70636 -1.30641 -0.04482
H: -0.24469 2.23832 0.70058
H: -0.34160 1.04915 1.95613
H: -1.66052 0.98697 0.60518
H: 0.49765 -0.97755 -1.58368
H: -1.43494 -0.25725 -2.94692
H: -2.27495 0.54345 -1.64880
H: -0.93079 1.32006 -2.37588
H: -2.31634 -1.41067 -0.54000

Results
HOMO energy: -8.44 eV
LUMO: 0.679 eV
SMILES: CCN(C)[C@H](C)C=O
HOMO-LUMO gap: 0.3350 hartree
net charge: 0
E_tot: -9967.64699 eV


No. 6
Below is a cluster of 2 separate species, C6H13NO in total at a distorted geometry, with properties calculated with ωB97M-V/def2-TZVPD.

Positions of all 21 atoms, in Å:
H: -2.60255 -1.24709 -1.01377
N: -1.73868 -0.97269 -1.47636
C: -1.34911 0.20026 -1.23500
C: -0.06723 0.71222 -1.91163
O: 0.42460 1.91229 -1.36948
H: -1.97340 1.03603 -0.88026
H: -0.33565 0.85379 -2.97511
H: 0.72733 -0.03636 -1.86137
H: -0.29435 2.53783 -1.30754
C: -0.84348 0.04833 1.46620
C: 0.40534 -0.34800 1.18609
C: 1.58688 0.54602 1.37946
C: 0.70365 -1.72368 0.68018
H: -1.66617 -0.64974 1.50277
H: -1.03304 1.03499 1.85931
H: 2.38686 0.04220 1.93354
H: 2.01565 0.84563 0.41673
H: 1.31478 1.45361 1.92729
H: 1.14151 -2.32677 1.47273
H: 1.40745 -1.69031 -0.13678
H: -0.21038 -2.22855 0.34300

Results
HOMO energy: -9.01 eV
LUMO: 0.864 eV
SMILES: [H]/N=C/CO.C=C(C)C
HOMO-LUMO gap: 0.3629 hartree
net charge: 0
E_tot: -9968.71293 eV


No. 7
Below is the molecule C6H13NO at a distorted geometry, with properties calculated with ωB97M-V/def2-TZVPD.

Positions of all 21 atoms, in Å:
C: -1.96132 -1.91334 -1.61612
C: -0.57103 -1.19821 -1.26416
C: -0.78012 -0.54640 0.13719
C: 0.48752 -0.11830 0.77936
C: 0.78286 1.46113 0.89084
N: 1.58656 1.87662 -0.27386
C: 1.62297 1.55587 2.09086
O: 1.31649 0.85247 3.06385
H: -1.66387 -2.21997 -2.70454
H: -2.63867 -1.19975 -1.62562
H: -2.18952 -2.77028 -0.96420
H: 0.29544 -1.95656 -1.20937
H: -0.26164 -0.50427 -1.92219
H: -1.43349 -1.27045 0.73160
H: -1.58925 0.23417 -0.02196
H: 1.47932 -0.59385 0.43785
H: 0.30131 -0.53279 1.84038
H: -0.33334 1.83312 0.75553
H: 1.08055 2.07130 -1.14398
H: 1.93517 2.81735 -0.17163
H: 2.53403 2.12216 2.19017

Results
HOMO energy: -9.68 eV
LUMO: 0.681 eV
SMILES: CCCC[C@H](N)C=O
HOMO-LUMO gap: 0.3807 hartree
net charge: 0
E_tot: -9967.67968 eV


No. 8
Below is a cluster of 2 separate species, C6H13NO in total at a distorted geometry, with properties calculated with ωB97M-V/def2-TZVPD.

Positions of all 21 atoms, in Å:
H: -0.05215 1.87791 0.95511
N: 0.74158 1.24817 0.90598
C: 0.43428 0.01021 0.63393
C: -0.03029 -0.99825 1.66344
C: 1.95486 -0.63281 -0.00847
O: 2.74211 0.39934 -0.45703
H: -0.95508 -0.63921 2.11862
H: 0.71130 -1.10381 2.45472
H: -0.19104 -1.97341 1.20087
H: 2.35569 -1.04837 0.92580
H: 1.90996 -1.44744 -0.73202
H: 2.30551 1.19943 -0.06164
C: -0.20559 -0.21722 -1.68414
C: -1.15531 -0.12482 -0.68343
C: -2.12406 1.03201 -0.66042
H: 0.12874 -1.15740 -2.09366
H: 0.21075 0.67690 -2.12614
H: -1.64083 -1.06370 -0.42967
H: -2.52072 1.17199 0.34696
H: -1.64077 1.96056 -0.96065
H: -2.97893 0.82992 -1.30815

Results
HOMO energy (spin up / spin down): -8.33 / -8.33 eV
LUMO (spin up / spin down): -0.009 / -0.009 eV
SMILES: [H]/N=C(\C)CO.C=CC
HOMO-LUMO gap (spin up / spin down): 0.3060 / 0.3059 hartree
net charge: 0
E_tot: -9966.17017 eV


No. 9
Below is a cluster of 2 separate species, C6H13NO in total at a distorted geometry, with properties calculated with ωB97M-V/def2-TZVPD.

Positions of all 21 atoms, in Å:
H: -0.84227 0.02578 -2.14874
N: -0.95158 -0.75609 -1.51002
C: -0.72207 -0.52118 -0.28178
C: -0.86556 -1.61665 0.73008
C: -1.41854 0.98699 0.47340
C: -1.76880 2.04760 -0.53438
O: -1.66352 1.05716 1.64472
H: -0.36097 -1.34644 1.65585
H: -1.91616 -1.77468 0.97102
H: -0.46417 -2.55206 0.34480
H: -2.54773 1.66262 -1.19375
H: -2.08448 2.95610 -0.02387
H: -0.89677 2.28286 -1.14655
C: 2.54109 -0.93081 -0.08068
C: 1.67202 0.23035 0.33471
H: 2.17699 -1.87713 0.31786
H: 3.55432 -0.78672 0.30116
H: 2.59245 -1.01868 -1.16650
H: 2.04975 1.18499 -0.03400
H: 1.46956 0.26779 1.40298
H: 0.44644 0.47818 -0.05628

Results
HOMO energy: -8.31 eV
LUMO: 0.658 eV
SMILES: [H]/N=C(/C)C(C)=O.CC
HOMO-LUMO gap: 0.3297 hartree
net charge: 0
E_tot: -9967.29157 eV


No. 10
Below is a structure of composition C6H13NO at a distorted geometry, with properties calculated with ωB97M-V/def2-TZVPD.

Positions of all 21 atoms, in Å:
C: 1.32604 0.52504 0.26905
C: 2.30153 -0.43373 -0.38573
C: -0.04964 -1.39802 0.72516
O: 0.08415 -2.32762 -0.07691
H: 0.38924 -1.40315 1.73172
H: 1.68898 0.80785 1.26276
H: 1.43486 1.46324 -0.28105
H: 1.85785 -0.88553 -1.27576
H: 2.62926 -1.20791 0.31234
H: 3.21070 0.09470 -0.69172
C: -0.98858 1.68836 -0.65499
N: -2.21891 -0.92741 -0.47007
C: -1.34426 -0.47555 0.60113
C: -0.56078 0.77210 0.45946
H: -2.42272 -1.91733 -0.33562
H: -1.69511 -0.91295 -1.34434
H: -1.88520 -0.49828 1.54836
H: -0.44358 1.29191 1.41015
H: -2.05567 1.91877 -0.56624
H: -0.79814 1.18229 -1.60991
H: -0.46001 2.64321 -0.62779

Results
HOMO energy: -8.90 eV
LUMO: 0.901 eV
HOMO-LUMO gap: 0.3601 hartree
net charge: 0
E_tot: -9967.74485 eV


No. 11
Below is the molecule C6H13NO at a distorted geometry, with properties calculated with ωB97M-V/def2-TZVPD.

Positions of all 21 atoms, in Å:
C: 0.62815 -2.22397 -1.44372
C: 1.07622 -1.61219 -0.11143
C: -0.08046 -1.21909 0.81773
C: -0.83525 -0.04019 0.26603
O: -1.75290 -0.16755 -0.50320
N: -0.29019 1.24894 0.59240
C: 0.42199 1.90358 -0.50392
C: -1.22133 2.11580 1.30261
H: 0.27932 -1.55101 -2.22015
H: 1.49653 -2.77405 -1.81310
H: -0.11557 -2.99049 -1.23347
H: 1.62060 -0.70781 -0.32875
H: 1.77962 -2.24192 0.43131
H: -0.79264 -2.04231 0.93424
H: 0.32149 -1.00164 1.79713
H: 0.01572 2.89611 -0.68382
H: 1.46299 2.02320 -0.21105
H: 0.36675 1.35818 -1.44711
H: -2.07874 2.33263 0.64637
H: -1.55863 1.62476 2.20709
H: -0.74367 3.06901 1.50481

Results
HOMO energy: -8.63 eV
LUMO: 1.005 eV
SMILES: CCCC(=O)N(C)C
HOMO-LUMO gap: 0.3542 hartree
net charge: 0
E_tot: -9969.73832 eV


No. 12
Below is the molecule C6H13NO at a distorted geometry, with properties calculated with ωB97M-V/def2-TZVPD.

Positions of all 21 atoms, in Å:
H: 2.14393 -1.67415 0.72282
N: 1.29419 -2.24189 0.63802
C: 0.35774 -1.60770 0.00593
C: -0.97868 -2.28054 -0.18940
C: 0.55509 -0.18146 -0.52206
O: 0.16122 -0.15546 -1.88863
C: -0.23190 0.84365 0.32694
C: -0.92184 1.92437 -0.50719
C: 0.69438 1.49026 1.36423
H: -1.69717 -1.88419 0.53196
H: -1.35048 -2.10106 -1.20114
H: -0.88464 -3.35976 -0.03934
H: 1.62569 0.05434 -0.50242
H: 0.77934 -0.72715 -2.37815
H: -1.01990 0.33171 0.89296
H: -0.20538 2.46935 -1.12995
H: -1.42966 2.64887 0.13880
H: -1.68446 1.48337 -1.15832
H: 1.04659 0.74679 2.08678
H: 1.57090 1.94299 0.88725
H: 0.17506 2.27766 1.92091

Results
HOMO energy: -9.62 eV
LUMO: 0.772 eV
SMILES: [H]/N=C(/C)[C@@H](O)C(C)C
HOMO-LUMO gap: 0.3819 hartree
net charge: 0
E_tot: -9970.04106 eV